Formula: C5H13N2O
Source: the Open Molecules 2025 dataset
Level of theory: the ωB97M-V functional and the def2-TZVPD basis

```
21
Properties=species:S:1:pos:R:3:forces:R:3:nbo_charge:R:1
C 1.64297 0.43143 0.07825 -3.2 -2.5 -2.0 0.7312
C 0.17332 -1.86010 0.44380 -1.1 -2.7 -2.9 -0.6739
C -1.26298 0.62471 1.18833 0.8 0.4 1.3 -0.4452
C -1.25218 1.33466 -1.10543 -1.0 2.2 2.9 -0.4119
C 0.17929 -0.64246 -0.41579 2.2 1.8 0.6 -0.1450
N 2.74793 -0.08819 -0.41381 -0.2 -3.6 -1.3 -0.8103
N -0.99723 0.16494 -0.19197 -4.0 1.1 -1.0 -0.3604
O 1.47176 1.43598 0.67432 -0.1 0.9 0.6 -0.5742
H -0.76638 -2.39735 0.64816 -0.4 0.9 -0.2 0.2435
H 0.57274 -1.58138 1.32188 1.7 0.2 3.3 0.2220
H 0.67160 -2.74000 -0.03188 0.5 1.1 0.4 0.2576
H -0.62126 1.49241 1.39421 -0.4 -0.1 -0.4 0.2676
H -2.31248 0.92708 1.33022 0.5 -0.6 0.0 0.2417
H -0.85228 -0.11389 1.88574 -0.9 0.0 -0.1 0.2356
H -0.55224 2.14123 -0.97574 0.5 0.1 0.5 0.2464
H -1.13490 1.02237 -2.06782 -0.4 -0.9 -2.8 0.2187
H -2.28379 1.77906 -0.79274 1.7 -1.1 -1.0 0.2409
H 0.08634 -0.80362 -1.46763 0.9 -0.4 -0.8 0.2154
H 2.76504 -1.12414 -0.79682 0.1 3.3 1.2 0.4343
H 3.57498 0.36068 -0.10885 1.2 0.1 0.1 0.4245
H -1.85026 -0.36341 -0.59643 1.6 0.0 1.7 0.4413
```
Positions in Å, forces in eV/Å.

Output
SMILES   C[C@H](C(N)=O)[NH+](C)C
ΔE to the lowest compared entry with this formula, charge and spin   260.3 kJ/mol
Charge   +1
HOMO level   -13.91 eV

Formula: C3H3F2I
Source: the Open Molecules 2025 dataset
Level of theory: the ωB97M-V functional and the def2-TZVPD basis

```
9
Properties=species:S:1:pos:R:3:forces:R:3:nbo_charge:R:1
C 0.61587 -0.61019 -0.46501 -0.7 0.2 -0.3 -0.4824
C -0.63875 -0.18800 0.49997 -0.6 -2.5 1.1 -0.4164
C 0.06605 0.74458 -0.28840 3.7 1.4 2.3 0.7150
F 1.39533 1.45170 0.87751 -2.7 -1.3 -2.2 -0.5634
F -0.28324 1.76108 -0.98096 -0.2 -0.1 -0.4 -0.2364
I -2.69255 -0.76893 0.06465 1.0 0.4 -0.2 0.1464
H 1.57001 -0.68722 0.06660 -0.5 -0.1 0.0 0.2879
H 0.54155 -1.27611 -1.36531 -0.4 1.0 0.9 0.2545
H -0.57427 -0.42692 1.59095 0.5 1.0 -1.2 0.2948
```
Positions in Å, forces in eV/Å.

Output
ΔE to the lowest compared entry with this formula, charge and spin   276.9 kJ/mol
Charge   0
HOMO level   -10.19 eV

Formula: C4H7NO2
Source: the Open Molecules 2025 dataset
Level of theory: the ωB97M-V functional and the def2-TZVPD basis

```
14
Properties=species:S:1:pos:R:3:forces:R:3:nbo_charge:R:1
O 2.24439 -0.44803 -0.11194 0.3 0.0 0.3 -0.7037
C 1.19416 0.42432 -0.48729 -0.1 0.1 -0.1 -0.1342
C 0.01254 0.07935 0.39581 0.4 0.0 1.0 0.2934
C -0.64736 -1.22138 0.06815 0.0 -0.1 0.3 -0.7111
N -0.19869 0.78269 1.44117 -0.2 0.0 -0.7 -0.6324
C -1.62216 1.13095 -1.16411 -1.1 1.3 -0.5 0.5053
O -2.47735 1.83900 -0.94875 0.5 -0.5 -0.1 -0.4874
H 2.37456 -0.28664 0.83241 0.2 -0.1 -0.1 0.4695
H 1.47539 1.47721 -0.36371 -0.1 -0.1 0.0 0.1841
H 0.99782 0.22576 -1.54554 -0.1 0.0 0.2 0.1908
H 0.15170 -1.98496 0.10630 -0.5 0.2 -0.5 0.2497
H -1.40767 -1.49621 0.81412 0.1 0.2 -0.3 0.2138
H -1.01102 0.40924 1.94024 0.3 0.0 0.2 0.3279
H -1.10952 -1.04660 -0.91323 0.3 -1.0 0.2 0.2342
```
Positions in Å, forces in eV/Å.

Output
ΔE to the lowest compared entry with this formula, charge and spin   194.5 kJ/mol
Charge   0
HOMO level   -9.96 eV

Formula: C3H6N4O
Source: the Open Molecules 2025 dataset
Level of theory: the ωB97M-V functional and the def2-TZVPD basis

```
14
Properties=species:S:1:pos:R:3:forces:R:3:nbo_charge:R:1
C 1.53279 1.41689 -1.92085 -1.8 -4.6 0.2 -0.1517
C 0.33966 -1.05391 0.30219 1.3 -2.1 1.0 0.6580
C -1.71528 0.09585 1.46928 -3.1 3.8 -5.8 0.2493
H 0.98369 2.43271 -0.96209 1.8 -3.7 -3.3 0.2601
H 1.91429 1.67871 -3.03075 -0.6 -0.5 3.0 0.2206
H 1.77714 -2.28898 -0.34679 -1.4 1.0 2.7 0.3682
H -0.20518 -1.02850 2.59449 -1.9 -0.6 -4.7 0.3764
H -2.13553 0.54286 3.03766 1.2 -1.4 -4.7 0.2319
H -2.07317 0.56068 -0.88360 -0.5 0.2 5.2 0.3644
N 1.28280 -0.11602 -1.73030 0.2 9.7 0.7 -0.1088
N 1.13575 -2.11247 0.56042 -1.3 3.2 -4.4 -0.6934
N -0.86590 -1.01049 1.15505 2.6 1.5 6.3 -0.6264
N -2.36896 0.83139 0.33882 3.3 -3.3 2.9 -0.7300
O 0.39790 0.05127 -0.58354 0.1 -3.2 1.0 -0.4185
```
Positions in Å, forces in eV/Å.

Output
ΔE to the lowest compared entry with this formula, charge and spin   1526.3 kJ/mol
Charge   0
HOMO level   -9.17 eV

Formula: C4H12N2O
Source: the Open Molecules 2025 dataset
Level of theory: the ωB97M-V functional and the def2-TZVPD basis

```
19
Properties=species:S:1:pos:R:3:forces:R:3:nbo_charge:R:1
N -1.42357 1.21961 -0.10372 0.0 0.0 0.4 -0.8633
C -0.26780 0.39659 -0.45094 -0.4 0.2 0.2 -0.0736
C -0.70101 -1.05935 -0.27447 0.4 -0.9 0.5 0.1052
C 0.38058 -2.12323 -0.56006 -0.8 0.4 0.6 -0.6373
O -1.15978 -1.29352 1.05860 -0.2 0.2 -0.5 -0.7329
C 0.90982 0.73082 0.46763 1.0 -2.2 -0.3 -0.2373
N 1.37084 2.07799 0.55534 -0.5 0.5 -1.0 -0.8668
H -2.20395 1.03990 -0.71134 -0.3 -0.1 -0.3 0.3622
H -1.22146 2.20464 -0.15895 0.1 0.2 -0.1 0.3662
H -0.02220 0.47100 -1.52206 0.4 0.4 0.2 0.1709
H -1.49723 -1.25824 -1.00807 -0.2 0.3 0.2 0.1495
H 0.85360 -2.42788 0.37353 0.4 0.5 0.0 0.2255
H -0.12347 -3.04243 -0.85852 0.2 0.1 -0.6 0.2184
H 1.07693 -1.71957 -1.29264 0.2 -0.5 -0.1 0.2075
H -1.58670 -0.46160 1.30922 -0.1 0.0 0.1 0.4827
H 1.67121 0.07347 0.01138 0.4 0.7 0.0 0.1959
H 0.83849 0.20846 1.43184 -0.8 0.4 0.1 0.1835
H 2.34460 2.22137 0.73421 0.1 0.0 0.2 0.3789
H 0.76113 2.74199 0.99902 0.1 -0.1 0.3 0.3649
```
Positions in Å, forces in eV/Å.

Output
SMILES   C[C@@H](O)[C@@H](N)CN
ΔE to the lowest compared entry with this formula, charge and spin   125.0 kJ/mol
Charge   0
HOMO level   -8.94 eV

Formula: C2H10NOS2
Source: the Open Molecules 2025 dataset
Level of theory: the ωB97M-V functional and the def2-TZVPD basis

```
16
Properties=species:S:1:pos:R:3:forces:R:3:nbo_charge:R:1
N 0.96878 -0.97611 0.18945 -0.8 1.4 0.1 -0.7005
C -0.37369 -0.53774 0.79573 -0.2 -1.3 -0.8 -0.2247
C -1.28748 0.07549 -0.25531 1.2 0.9 -0.8 -0.5551
S -1.18718 -0.84677 -1.84526 -0.9 0.1 0.2 0.0535
S -2.00936 0.54564 -3.12279 0.4 0.2 -0.1 -0.0623
H 1.60939 -0.17017 0.21964 0.1 0.1 0.1 0.4698
H 0.82919 -1.23698 -0.79615 0.2 -0.4 0.2 0.4469
H 1.35413 -1.69004 0.78728 0.3 -0.6 -0.2 0.4372
H -0.13182 0.12460 1.60782 -0.1 0.2 0.3 0.2492
H -0.80537 -1.48061 1.13113 -0.1 0.2 0.4 0.2225
H -2.32050 0.16053 0.04959 -0.1 -0.2 0.4 0.2577
H -0.92374 1.08053 -0.51581 -0.2 -0.1 0.2 0.2358
H -3.29794 0.57644 -2.72896 0.1 -0.4 0.1 0.1456
H 2.77862 1.04796 2.12120 0.0 0.0 -0.1 0.5009
H 2.50720 2.11697 1.05831 0.0 0.0 0.0 0.5068
O 2.28977 1.21027 1.30414 0.0 0.0 0.1 -0.9834
```
Positions in Å, forces in eV/Å.

Output
ΔE to the lowest compared entry with this formula, charge and spin   24.4 kJ/mol
Charge   +1
HOMO level   -12.70 eV

Formula: C3H7IN
Source: the Open Molecules 2025 dataset
Level of theory: the ωB97M-V functional and the def2-TZVPD basis

```
12
Properties=species:S:1:pos:R:3:forces:R:3:nbo_charge:R:1
C 0.11532 -1.37714 -0.00392 -1.5 0.3 2.2 -0.1914
C -1.15648 0.22118 0.52297 2.0 -1.7 1.1 -0.2650
C 1.13684 0.92124 -0.25903 -1.6 -2.1 2.6 -0.3732
N -0.03865 -0.02471 -0.38687 0.3 1.7 -0.5 -0.4264
I -3.13381 0.01707 0.02133 0.5 0.1 0.0 0.3867
H 0.79992 -1.57302 0.84414 -0.6 0.0 -0.8 0.2446
H -0.75325 -1.96611 -0.27871 0.6 -0.5 -0.1 0.2414
H -0.77563 0.46039 1.53487 -0.6 -0.1 -0.7 0.2481
H 1.50910 0.93551 0.76354 -0.7 0.4 0.2 0.2355
H 1.92340 0.55409 -0.77548 2.3 -1.3 -2.2 0.2341
H 0.75087 1.76777 -0.65770 -0.6 3.1 -0.7 0.2278
H -0.37763 0.06374 -1.32515 -0.1 -0.1 -1.0 0.4378
```
Positions in Å, forces in eV/Å.

Output
ΔE to the lowest compared entry with this formula, charge and spin   401.8 kJ/mol
Charge   +1
HOMO level (alpha / beta)   -13.28 / -13.57 eV

Formula: C6H6N
Source: the Open Molecules 2025 dataset
Level of theory: the ωB97M-V functional and the def2-TZVPD basis

```
13
Properties=species:S:1:pos:R:3:forces:R:3:nbo_charge:R:1
C -2.89977 0.25799 0.59617 -0.2 -1.2 -0.7 -0.1173
C -2.93263 0.10532 -0.78280 0.2 0.1 0.0 0.0984
C 1.51605 1.00373 -0.18244 -1.5 0.5 -1.2 -0.2053
C 2.06269 -0.39164 -0.35476 1.8 0.2 2.5 -0.1928
C -0.47169 -0.63137 0.07489 -0.9 -5.4 -0.5 0.2364
C -1.77144 -0.17748 0.04349 -0.3 2.3 0.1 -0.1161
N 0.69074 -0.16075 0.01813 0.4 0.0 -0.1 -0.2670
H -3.44689 0.25395 1.49887 -0.4 0.6 0.9 0.2703
H 1.69126 1.41488 0.75903 0.8 0.8 1.4 0.2372
H 1.13040 1.77390 -0.89470 0.8 -1.1 0.0 0.2630
H 2.26631 -0.86198 -1.27001 -0.2 -0.3 -1.4 0.2534
H 2.84257 -0.72868 0.44752 -1.9 0.6 -1.2 0.2642
H -0.67759 -1.85786 0.04662 1.4 2.8 0.1 0.2758
```
Positions in Å, forces in eV/Å.

Output
SMILES   C1=CC=1C=[N+]1CC1
ΔE to the lowest compared entry with this formula, charge and spin   434.3 kJ/mol
Charge   +1
HOMO level   -13.84 eV

Formula: C10H17N2O2S
Source: the Open Molecules 2025 dataset
Level of theory: the ωB97M-V functional and the def2-TZVPD basis

```
32
Properties=species:S:1:pos:R:3:forces:R:3:nbo_charge:R:1
C 0.11304 -1.99143 -0.95076 -0.8 -1.2 -0.3 -0.1260
C 0.55673 -2.12721 0.29158 -0.6 2.0 -0.3 -0.2964
C 0.24562 -0.84519 -1.86595 0.2 0.2 -0.6 -0.2793
C 0.88830 -0.96190 1.11129 0.8 1.5 -2.9 0.1180
C -0.11925 0.61927 -1.77953 0.0 0.6 2.4 -0.1926
C 1.33611 0.19904 -1.48449 -3.5 -0.6 0.1 -0.4119
C -2.49015 1.42126 -1.34694 1.6 -1.2 -0.6 -0.6064
C -0.39301 2.46986 -0.06205 -2.5 -0.7 -2.0 -0.6156
C -1.43127 0.27325 0.49831 0.5 1.6 1.0 -0.2120
C -1.08088 1.21542 -0.67803 0.0 -0.5 0.7 -0.0362
N 1.52826 -1.36633 2.30397 1.4 -0.1 2.1 0.0745
N -0.34387 -0.15025 1.45750 0.2 0.0 2.1 -0.5514
O 2.40479 -0.29151 2.81801 -0.7 -1.2 -0.6 -0.5841
O 2.30087 -2.51756 2.10387 -0.4 0.6 0.8 -0.5215
S 2.01648 0.15443 0.09628 1.1 0.1 1.4 0.2772
H -0.26416 -2.94435 -1.35567 0.5 0.6 -0.4 0.2473
H 0.87372 -2.98676 0.76398 -0.5 -2.3 0.4 0.2596
H 0.31478 -1.22638 -2.87249 0.0 0.1 -0.3 0.2572
H -0.31115 1.29392 -2.61374 0.5 -1.0 -0.6 0.2538
H 2.03698 0.33898 -2.23606 1.3 0.4 -1.1 0.2645
H -2.75887 2.42615 -1.39157 -0.6 1.9 0.6 0.2325
H -3.23807 0.81825 -0.83628 -0.2 0.1 -0.3 0.2195
H -2.42413 1.18428 -2.42210 -0.2 -0.5 0.5 0.2291
H -0.16675 3.11613 -0.90580 0.5 0.3 0.4 0.2376
H -1.05706 2.95354 0.63088 -0.4 0.4 0.2 0.2177
H 0.40727 2.05461 0.44808 2.1 0.2 0.7 0.1975
H -1.62022 -0.67064 0.18817 -2.0 -2.6 -1.7 0.2175
H -2.24052 0.68318 1.20641 1.2 -0.5 -1.3 0.2465
H -0.83266 -0.78240 2.16464 0.8 1.5 -0.4 0.4557
H 0.01367 0.73833 1.81504 0.1 -0.3 1.1 0.4503
H 2.85247 -2.39913 1.32203 0.5 0.4 -0.4 0.4700
H 2.88293 -0.69886 3.58140 -0.8 0.1 -0.7 0.5074
```
Positions in Å, forces in eV/Å.

Output
SMILES   CC1(C)C[NH2+][C@@]2(N(O)O)C=C[C@@H]3[C@H](S2)[C@@H]31
ΔE to the lowest compared entry with this formula, charge and spin   224.0 kJ/mol
Charge   +1
HOMO level   -12.42 eV